Computed, not measured: a structure of composition C32H46FN12O3P, with ωB97M-V/def2-TZVPD.

Geometry as XYZ:
```
95
Properties=species:S:1:pos:R:3:lowdin_charge:R:1
C -1.17 2.07 -2.74 -0.12
C -0.02 0.93 -2.55 -0.22
C 0.55 0.91 -1.01 -0.39
F -0.60 0.52 -0.18 -0.13
P 2.03 -0.31 -0.93 0.90
C 3.17 1.20 -1.30 -0.23
O 3.48 1.98 -0.08 -0.16
C 3.70 3.39 -0.45 -0.33
C 2.45 4.41 -0.35 -0.04
O 4.87 3.80 -0.81 0.04
O 3.36 -1.45 -1.02 -0.30
C 4.39 -1.15 -0.08 -0.30
N 5.28 -0.63 0.61 0.14
C 1.52 -0.87 0.82 -0.21
C 2.02 -0.15 2.16 -0.01
C 1.46 -0.73 3.52 -0.12
N 0.54 -1.84 3.72 -0.01
C 0.14 -2.51 2.49 -0.12
C 0.54 -2.15 1.00 -0.01
H -2.13 1.53 -3.14 0.06
H -0.85 2.86 -3.54 0.05
H -1.42 2.58 -1.73 0.08
H -0.47 -0.12 -2.77 0.12
H 0.89 1.15 -3.22 0.10
H 0.85 1.98 -0.64 0.12
H 1.43 -1.03 -2.05 0.10
H 4.12 0.92 -1.90 0.13
H 2.56 1.92 -2.00 0.11
H 2.00 4.67 -1.40 0.07
H 1.57 3.99 0.27 0.08
H 2.86 5.42 0.08 0.10
H 2.75 0.75 2.10 0.10
H 1.83 -0.19 4.49 0.09
H -0.59 -3.41 2.61 0.09
H 0.14 -2.72 0.06 0.07
C -3.17 -3.87 4.85 -0.07
C -3.51 -3.68 3.40 -0.25
N -3.79 -3.53 2.23 0.10
H -3.62 -3.08 5.45 0.08
H -3.54 -4.84 5.20 0.08
H -2.08 -3.83 4.98 0.07
C -4.60 0.78 -5.97 -0.08
C -3.11 0.94 -6.03 -0.23
N -1.91 1.07 -6.08 0.09
H -5.05 1.12 -6.90 0.08
H -4.86 -0.27 -5.81 0.08
H -5.01 1.37 -5.14 -0.01
C 1.30 -6.23 0.31 -0.20
C 0.05 -5.45 -0.06 -0.17
N -0.95 -4.82 -0.35 0.10
H 2.00 -5.58 0.82 0.05
H 1.03 -7.05 0.98 0.10
H 1.75 -6.64 -0.59 0.09
C 0.72 8.45 0.77 -0.06
C 0.46 7.20 -0.03 -0.20
N 0.25 6.21 -0.67 0.11
H -0.16 8.70 1.37 0.08
H 1.57 8.29 1.45 0.08
H 0.95 9.28 0.10 0.08
C -2.56 1.43 2.60 -0.06
C -3.49 2.61 2.70 -0.24
N -4.24 3.55 2.77 0.09
H -3.05 0.54 2.99 0.08
H -2.28 1.27 1.56 0.05
H -1.66 1.63 3.19 0.08
C -4.88 2.09 -0.96 -0.06
C -5.22 2.29 -2.42 -0.19
N -5.50 2.44 -3.58 0.12
H -5.35 2.88 -0.36 0.08
H -5.25 1.12 -0.62 0.08
H -3.80 2.13 -0.83 0.06
C 3.17 -0.10 7.87 -0.07
C 1.93 0.68 7.51 -0.25
N 0.94 1.30 7.21 0.10
H 3.88 0.56 8.38 0.08
H 2.91 -0.92 8.54 0.08
H 3.63 -0.50 6.97 0.07
C -3.85 -4.58 -1.88 -0.09
C -4.20 -4.39 -3.33 -0.25
N -4.48 -4.24 -4.50 0.08
H -4.31 -3.79 -1.28 0.07
H -4.22 -5.55 -1.53 0.08
H -2.77 -4.54 -1.75 0.02
C 5.37 -8.11 1.34 -0.05
C 4.14 -7.32 0.97 -0.07
N 3.16 -6.68 0.67 0.04
H 6.09 -7.46 1.85 0.08
H 5.10 -8.93 2.01 0.08
H 5.83 -8.52 0.44 0.08
C 1.40 4.29 -5.56 -0.06
C 0.70 4.87 -4.35 -0.23
N 0.14 5.33 -3.39 0.12
H 2.12 3.53 -5.24 0.07
H 0.67 3.83 -6.23 0.08
H 1.93 5.08 -6.10 0.08
```

Computed properties:
HOMO-LUMO gap in hartree: 0.331
E_tot in eV: -69942.29393
HOMO energy in eV: -9.0700